The following is a DFT calculation (ωB97M-V/def2-TZVPD) of 2 unconnected molecules or ions with the total composition C2H9N3 in a non-equilibrium geometry.

```
14
Properties=species:S:1:pos:R:3:forces:R:3
C -0.774 0.596 -2.343 0.964 0.930 0.533
N -0.495 0.653 -3.571 -1.200 -1.442 -0.451
H -0.525 -0.270 -1.729 0.354 -0.092 -0.242
H -1.047 1.481 -1.753 -0.915 -0.167 -0.158
H -1.010 1.380 -4.066 0.802 0.764 0.322
N 0.409 0.448 2.493 0.102 -0.775 0.506
C 0.031 -0.388 1.334 0.258 0.851 -0.368
N 1.159 -1.018 0.714 0.475 -0.280 0.470
H -0.420 0.563 3.073 -0.063 0.310 -0.173
H 1.013 -0.114 3.091 0.197 0.060 -0.174
H -0.676 -1.178 1.591 -0.231 0.097 -0.077
H -0.392 0.356 0.650 -0.571 -0.405 -0.070
H 1.667 -0.513 0.010 -0.125 0.108 -0.028
H 1.060 -1.994 0.504 -0.047 0.040 -0.091
```
Positions in Å, forces in eV/Å.

The value obtained for the energy above the lowest of the compared OMol25 structures with the same formula, charge and spin is 1.775 eV. The HOMO energy comes out at -9.3792 eV. As for the energy: -6688.734 eV. Its SMILES is C=N.NCN.

=====

The following is a DFT calculation (ωB97M-V/def2-TZVPD) of 6 unconnected molecules or ions with the total composition C24H41BNO18.

```
85
Properties=species:S:1:pos:R:3:forces:R:3
C -2.871 -2.640 1.968 0.173 0.093 0.208
C -2.210 -2.930 0.623 -0.049 0.130 -0.070
C -2.942 -3.859 -0.346 -0.094 -0.058 0.097
C -2.159 -5.145 -0.652 0.043 0.064 -0.117
N -1.142 -5.004 -1.680 0.341 0.330 0.351
B 0.148 -4.235 -1.361 -0.187 -0.226 -0.103
O 1.252 -4.631 -2.313 -0.129 -0.057 0.138
C 1.874 -3.459 -2.737 -0.066 -0.044 0.329
C 0.696 -2.511 -2.827 -0.253 -0.425 -0.231
O 1.082 -1.178 -3.079 0.113 -0.044 0.049
C 0.065 -0.223 -2.852 0.003 0.205 0.168
C -1.281 -0.514 -3.499 -0.068 -0.030 -0.058
C -2.075 0.770 -3.770 -0.106 -0.172 -0.070
O 0.056 -2.700 -1.624 -0.004 0.045 0.291
H -2.684 -3.428 2.698 -0.105 -0.170 -0.015
H -2.413 -1.741 2.383 -0.039 0.041 0.139
H -3.946 -2.459 1.933 -0.082 -0.049 -0.256
H -1.241 -3.383 0.813 0.099 0.176 -0.002
H -2.001 -1.977 0.136 0.057 0.022 -0.076
H -3.944 -4.102 0.028 -0.015 -0.026 0.093
H -3.083 -3.343 -1.297 -0.141 0.010 -0.090
H -2.878 -5.926 -0.926 0.037 -0.104 -0.111
H -1.654 -5.488 0.253 -0.043 -0.051 0.161
H -1.603 -4.628 -2.501 0.182 -0.062 -0.236
H 0.458 -4.403 -0.168 -0.007 0.004 -0.141
H 2.447 -3.613 -3.657 -0.094 0.002 -0.121
H 2.537 -3.057 -1.950 0.212 0.092 -0.109
H 0.029 -2.859 -3.636 0.095 0.157 -0.242
H 0.462 0.719 -3.240 0.054 0.032 -0.074
H -0.075 -0.101 -1.774 -0.072 0.043 0.050
H -1.121 -1.058 -4.431 0.035 0.000 -0.072
H -1.845 -1.178 -2.846 0.020 -0.093 0.034
H -1.717 1.605 -3.174 0.006 0.086 0.122
H -2.020 1.055 -4.821 0.109 0.095 -0.032
H -3.131 0.638 -3.539 -0.062 0.017 0.027
C 2.378 -2.800 2.059 -0.087 -0.005 -0.164
C 1.403 -1.761 1.534 0.123 -0.194 -0.192
O 0.205 -2.113 2.239 -0.087 0.249 0.228
C 0.525 -2.786 3.350 0.202 0.082 -0.272
O -0.243 -3.070 4.220 -0.028 -0.040 0.206
O 1.835 -3.091 3.363 0.096 -0.078 0.048
H 3.395 -2.443 2.162 0.093 0.070 0.105
H 2.358 -3.714 1.465 -0.058 0.026 -0.038
H 1.682 -0.741 1.806 0.010 -0.005 0.071
H 1.220 -1.833 0.464 -0.117 -0.114 -0.075
C -1.723 -1.128 6.208 0.049 -0.025 -0.094
C -0.418 -0.447 6.579 -0.049 -0.080 0.013
O -0.497 0.780 5.843 0.058 0.028 0.010
C -1.801 1.055 5.599 0.072 -0.157 0.077
O -2.200 2.088 5.169 -0.048 0.118 -0.062
O -2.573 0.000 5.925 -0.055 -0.020 0.034
H -2.159 -1.717 7.010 -0.063 0.087 0.054
H -1.623 -1.739 5.314 -0.025 0.037 0.001
H -0.354 -0.206 7.642 -0.001 -0.014 0.010
H 0.462 -1.006 6.273 0.000 0.025 -0.091
C 5.424 -0.972 -3.564 -0.094 -0.001 0.002
C 4.110 -0.417 -3.043 0.081 0.023 -0.119
O 4.263 -0.592 -1.624 -0.116 0.022 -0.009
C 5.575 -0.641 -1.333 0.046 0.052 0.045
O 6.037 -0.588 -0.238 -0.028 -0.026 0.105
O 6.313 -0.747 -2.461 0.035 -0.043 -0.127
H 5.807 -0.458 -4.441 0.023 0.043 0.014
H 5.368 -2.043 -3.758 -0.006 -0.019 0.016
H 4.005 0.653 -3.236 0.050 0.021 -0.038
H 3.220 -0.930 -3.394 -0.027 -0.064 0.197
C 0.982 4.226 -0.039 -0.045 -0.127 -0.010
C 1.056 2.877 -0.740 0.024 0.035 0.047
O -0.321 2.622 -1.045 -0.096 -0.091 -0.047
C -0.988 3.788 -1.081 0.215 0.084 0.071
O -2.102 3.944 -1.461 -0.119 -0.010 -0.048
O -0.201 4.792 -0.622 0.097 0.100 0.051
H 1.828 4.877 -0.231 -0.026 0.034 -0.068
H 0.827 4.128 1.035 0.006 -0.014 0.010
H 1.614 2.918 -1.676 0.016 0.015 -0.002
H 1.441 2.072 -0.121 -0.055 -0.031 0.015
C -2.398 8.675 -0.406 0.060 -0.077 0.031
C -1.903 7.436 0.320 -0.112 0.046 -0.071
O -0.669 7.902 0.888 0.027 -0.066 0.019
C -0.719 9.246 1.003 -0.103 -0.121 -0.082
O 0.077 9.910 1.581 0.087 0.077 0.062
O -1.808 9.733 0.362 -0.055 0.059 -0.050
H -3.478 8.786 -0.409 -0.011 0.044 0.068
H -2.019 8.735 -1.428 0.003 -0.016 -0.014
H -2.569 7.137 1.130 0.000 0.015 0.019
H -1.712 6.588 -0.328 0.073 0.016 0.015
```
Positions in Å, forces in eV/Å.

The HOMO energy comes out at -4.6545 eV. As for the energy: -64578.522 eV. The net charge is -1.

=====

The following is a DFT calculation (ωB97M-V/def2-TZVPD) of a molecular structure, C15H31BF4P2Pd in a non-equilibrium geometry.

```
54
Properties=species:S:1:pos:R:3:forces:R:3
P -1.719 0.904 1.458 -1.223 2.178 -1.547
P -1.787 -0.420 -1.890 -2.101 0.030 -0.496
C -3.059 1.024 0.178 0.003 -0.100 0.047
C -3.213 -0.160 -0.793 -0.038 0.207 0.694
H -2.940 1.999 -0.341 -0.194 -0.578 0.269
H -3.952 1.073 0.840 0.278 0.161 -0.641
H -3.438 -1.103 -0.245 0.099 0.586 -0.445
H -4.040 0.073 -1.485 0.084 -0.310 0.225
C -1.968 0.859 -3.136 0.538 0.302 -0.398
H -1.130 0.834 -3.835 -0.115 -0.100 -0.131
H -1.974 1.858 -2.705 -0.103 0.024 0.167
H -2.898 0.692 -3.672 -0.190 -0.049 -0.149
C -2.134 -1.989 -2.657 0.409 -0.784 -0.372
H -2.956 -1.835 -3.379 0.277 -0.106 0.189
H -2.436 -2.735 -1.910 0.067 0.202 -0.149
H -1.246 -2.368 -3.185 -0.384 0.052 -0.030
C -2.109 2.416 2.298 -0.818 0.328 0.792
H -1.402 2.637 3.101 -0.238 0.006 0.061
H -3.115 2.267 2.712 0.202 0.505 0.149
H -2.131 3.262 1.603 0.056 -0.142 0.060
C -2.291 -0.421 2.484 0.138 -0.385 0.479
H -2.435 -1.352 1.950 -0.026 -0.077 -0.076
H -3.251 -0.081 2.866 -0.092 -0.069 0.154
H -1.605 -0.601 3.304 -0.155 -0.022 0.282
Pd 2.382 0.568 1.835 -1.417 -0.012 -1.910
C 1.450 -1.475 -1.591 1.981 -2.536 1.081
C 1.666 -0.125 -1.675 0.013 1.555 1.926
C 0.840 1.094 -1.359 -0.593 0.835 -1.155
C 0.594 1.929 -0.051 -0.115 -0.131 0.918
C 0.228 1.154 1.273 -3.041 -1.621 -1.588
C 0.456 -0.338 1.455 2.030 0.698 0.672
C -0.045 -1.281 0.364 -0.281 0.139 1.251
C 0.882 -2.257 -0.375 -0.938 1.600 -0.558
C 3.792 -0.332 2.648 3.192 -1.511 2.597
H 2.073 -2.128 -2.256 -0.606 0.618 0.182
H 2.703 0.201 -1.808 0.428 -0.748 -0.670
H -0.144 0.981 -1.835 0.440 -0.146 0.408
H 1.295 1.846 -2.011 0.123 0.084 0.027
H 1.402 2.695 0.064 -0.330 -0.976 0.304
H -0.299 2.552 -0.250 0.480 -0.137 -0.309
H 0.091 1.774 2.164 1.470 -0.005 -0.012
H 0.192 -0.600 2.505 0.356 -0.257 -1.072
H -0.570 -0.625 -0.401 0.347 -0.257 0.215
H -0.878 -1.867 0.764 0.133 -0.153 0.138
H 1.617 -2.632 0.371 0.306 0.311 -0.963
H 0.299 -3.136 -0.715 0.489 0.332 -0.131
H 4.132 -1.321 2.360 -0.137 0.017 -0.719
H 3.335 -0.392 3.643 -0.265 0.043 0.341
H 4.657 0.319 2.715 0.358 0.251 -0.169
F 4.092 -0.314 -0.582 -1.288 0.203 -0.295
B 5.439 -0.690 -0.290 2.533 -0.637 0.524
F 6.180 -0.840 -1.502 -1.237 0.245 1.365
F 5.976 0.345 0.539 -0.628 -0.901 -0.749
F 5.393 -1.937 0.439 -0.279 1.243 -0.782
```
Positions in Å, forces in eV/Å.

The spin multiplicity is 5. The value obtained for the energy above the lowest of the compared OMol25 structures with the same formula, charge and spin is 3.457 eV. The HOMO energy (alpha / beta) comes out at -12.8970 / -15.1486 eV. As for the energy: -49639.258 eV. The net charge is +2. As for the expectation value of S²: 6.016.

=====

Q: Look up the energy of the second one.
A: -64578.522 eV